Run 1
2 unconnected molecules or ions with the total composition H6NO. Source: the OMol25 dataset; level of theory: ωB97M-V/def2-TZVPD.

* multiplicity: 1
* total charge: +1
* LUMO energy: -4.25 eV
* HOMO-LUMO gap: 12.5202 eV
* HOMO level: -16.8 eV

Element x y z (Å)
N1 0.161 -0.127 1.428
H1 0.187 -1.125 1.719
H2 1.149 0.244 1.489
H3 -0.333 -0.188 0.411
H4 -0.341 0.583 2.072
H5 0.010 0.944 -1.877
H6 -0.215 -0.587 -2.022
O1 -0.198 0.128 -1.474

---

Run 2
2 unconnected molecules or ions with the total composition H6NO. Source: the OMol25 dataset; level of theory: ωB97M-V/def2-TZVPD.

* multiplicity: 1
* total charge: +1
* LUMO energy: -4.15 eV
* HOMO-LUMO gap: 12.4275 eV
* HOMO level: -16.6 eV

Element x y z (Å)
N1 -0.204 0.865 -0.807
H1 -0.307 0.499 -1.755
H2 -0.671 1.774 -0.709
H3 -0.526 0.192 -0.091
H4 0.775 1.137 -0.682
H5 -0.006 -1.079 1.919
H6 0.633 -2.139 1.111
O1 0.306 -1.249 1.015

---

Short version: run 1 is the least stable of them.

---

Run 1
2 unconnected molecules or ions with the total composition C3H10NO. Source: the OMol25 dataset; level of theory: ωB97M-V/def2-TZVPD.

* multiplicity: 2
* LUMO energy (spin up / spin down): 0.35 / 0.18 eV
* HOMO-LUMO gap (spin up / spin down): 3.2572 / 7.7637 eV
* HOMO level (spin up / spin down): -2.9 / -7.6 eV

Element x y z (Å)
C1 1.017 1.129 -1.322
C2 0.752 0.461 -0.014
C3 0.737 1.043 1.227
N1 0.305 -0.956 -0.079
H1 0.968 2.196 -1.185
H2 0.262 0.804 -2.051
H3 2.014 0.894 -1.759
H4 0.505 0.500 2.123
H5 0.950 2.095 1.293
H6 0.702 -1.460 -0.868
H7 0.685 -1.359 0.807
H8 -0.715 -1.102 -0.087
H9 -3.142 -0.766 0.780
H10 -2.676 -2.213 0.576
O1 -2.362 -1.264 0.560

---

Run 2
2 unconnected molecules or ions with the total composition C3H10NO. Source: the OMol25 dataset; level of theory: ωB97M-V/def2-TZVPD.

* multiplicity: 2
* LUMO energy (spin up / spin down): 0.94 / -1.77 eV
* HOMO-LUMO gap (spin up / spin down): 10.0392 / 7.2777 eV
* HOMO level (spin up / spin down): -9.1 / -9.0 eV

Element x y z (Å)
C1 1.177 -0.594 2.225
O1 1.353 -0.172 0.962
H1 1.974 -0.024 2.842
H2 0.157 -0.355 2.548
H3 1.304 -1.729 2.386
C2 -1.395 1.336 -0.743
C3 -1.023 0.156 -1.586
N1 -0.096 -0.818 -1.110
H4 -0.699 2.189 -0.826
H5 -2.264 1.817 -0.803
H6 -1.332 0.973 0.325
H7 -2.036 -0.427 -1.754
H8 -0.685 0.626 -2.439
H9 0.827 -0.492 -1.412
H10 0.042 -0.866 -0.170

---

Short version: run 1 is the least stable of them.

---

Run 1
2 unconnected molecules or ions with the total composition CBrNO3. Source: the OMol25 dataset; level of theory: ωB97M-V/def2-TZVPD.

* multiplicity: 1
* LUMO energy (spin up / spin down): -1.48 / -1.66 eV
* HOMO-LUMO gap (spin up / spin down): 8.6319 / 7.7012 eV
* HOMO level (spin up / spin down): -10.1 / -9.4 eV

Element x y z (Å)
C1 -1.314 -0.131 0.228
N1 0.858 0.299 -0.471
O1 1.460 -0.400 0.323
O2 1.253 0.921 -1.383
O3 -1.420 -0.715 1.227
Br1 -2.625 0.692 -0.651

---

Run 2
2 unconnected molecules or ions with the total composition CBrNO3. Source: the OMol25 dataset; level of theory: ωB97M-V/def2-TZVPD.

* multiplicity: 1
* LUMO energy (spin up / spin down): -1.30 / -1.80 eV
* HOMO-LUMO gap (spin up / spin down): 8.8949 / 8.2157 eV
* HOMO level (spin up / spin down): -10.2 / -10.0 eV

Element x y z (Å)
C1 1.316 0.271 -1.360
N1 -1.680 0.534 0.493
O1 1.676 1.371 -1.238
O2 -1.622 -0.524 0.885
O3 0.874 -0.766 -1.506
Br1 -0.564 -0.886 2.726

---

Short version: run 1 is the least stable of them.

---

Run 1
4 unconnected molecules or ions with the total composition C3H14O4. Source: the OMol25 dataset; level of theory: ωB97M-V/def2-TZVPD.

* multiplicity: 1
* SMILES: CCCO.O.O.O
* LUMO energy: 0.53 eV
* HOMO-LUMO gap: 11.1244 eV
* HOMO level: -10.6 eV

Element x y z (Å)
C1 -2.161 0.253 -1.100
O1 -1.337 -0.922 -0.861
C2 -1.653 1.025 -2.291
C3 -1.522 2.581 -2.243
H1 -3.214 -0.008 -1.159
H2 -1.980 0.798 -0.170
H3 -1.840 -1.757 -1.002
H4 -0.685 0.639 -2.616
H5 -2.268 0.735 -3.153
H6 -2.050 2.945 -3.112
H7 -1.780 2.974 -1.265
H8 -0.463 2.815 -2.333
H9 2.332 -0.133 3.500
H10 2.616 -1.071 2.412
O2 2.892 -0.888 3.316
H11 4.680 1.665 -0.069
H12 5.565 0.761 0.818
O3 4.739 1.218 0.782
H13 -1.237 -3.398 1.314
H14 -1.850 -2.054 1.226
O4 -1.985 -2.906 1.674

---

Run 2
4 unconnected molecules or ions with the total composition C3H14O4. Source: the OMol25 dataset; level of theory: ωB97M-V/def2-TZVPD.

* multiplicity: 1
* SMILES: CC(C)O.O.O.O
* LUMO energy: 0.46 eV
* HOMO-LUMO gap: 10.4861 eV
* HOMO level: -10.0 eV

Element x y z (Å)
C1 0.052 -1.271 -1.967
C2 -0.697 0.169 -2.089
C3 0.158 1.191 -2.862
O1 -0.957 0.583 -0.765
H1 -0.091 -1.793 -1.001
H2 1.121 -1.008 -1.909
H3 -0.053 -1.931 -2.845
H4 -1.676 0.018 -2.553
H5 0.318 0.779 -3.871
H6 1.087 1.438 -2.352
H7 -0.354 2.149 -3.072
H8 -1.711 1.155 -0.611
H9 2.546 0.227 1.102
H10 1.826 -0.077 2.288
O2 1.619 0.232 1.385
H11 4.723 1.587 3.610
H12 4.639 2.729 2.754
O3 5.287 2.035 2.961
H13 -5.191 -2.613 1.460
H14 -6.501 -2.535 2.014
O4 -5.658 -2.971 2.229

---

Short version: run 2 is the least stable of them.

---

Run 1
C5H8ClN in the gas phase. Source: the OMol25 dataset; level of theory: ωB97M-V/def2-TZVPD.

* multiplicity: 1
* SMILES: Cl[C@@]12CCN[C@@H]1C2
* LUMO energy: 1.05 eV
* HOMO-LUMO gap: 10.2143 eV
* HOMO level: -9.2 eV

Element x y z (Å)
C1 -0.410 -0.019 0.257
C2 0.575 -1.180 0.645
C3 1.818 -0.925 -0.217
C4 0.528 0.971 -0.524
C5 -0.121 1.338 0.806
H1 0.782 -1.006 1.696
H2 0.266 -2.218 0.515
H3 1.677 -1.456 -1.166
H4 2.773 -1.253 0.297
H5 2.495 1.042 0.112
H6 0.181 1.451 -1.401
H7 -0.870 2.116 0.767
H8 0.595 1.470 1.670
N1 1.909 0.527 -0.536
Cl1 -2.095 -0.291 -0.267

---

Run 2
C5H8ClN in the gas phase. Source: the OMol25 dataset; level of theory: ωB97M-V/def2-TZVPD.

* multiplicity: 1
* LUMO energy (spin up / spin down): 0.57 / 0.05 eV
* HOMO-LUMO gap (spin up / spin down): 7.8346 / 7.0427 eV
* HOMO level (spin up / spin down): -7.3 / -7.0 eV

Element x y z (Å)
C1 -0.951 -0.779 -0.020
C2 -0.978 0.463 0.527
C3 -0.030 -1.731 0.191
C4 0.209 1.300 0.794
C5 1.689 0.083 -0.821
N1 0.996 1.193 -0.480
Cl1 2.962 -0.235 0.267
H1 -1.887 -0.931 -0.558
H2 -1.946 1.133 0.304
H3 0.581 -1.484 1.038
H4 -0.061 -2.671 -0.469
H5 -0.150 2.255 1.041
H6 0.834 0.893 1.512
H7 1.602 -0.567 -1.579
H8 0.468 1.485 -1.289

---

Short version: run 2 is the least stable of them.

---

Run 1
A molecular structure, C4H7F. Source: the OMol25 dataset; level of theory: ωB97M-V/def2-TZVPD.

* multiplicity: 1
* LUMO energy: 0.86 eV
* HOMO-LUMO gap: 10.5706 eV
* HOMO level: -9.7 eV

Element x y z (Å)
C1 0.571 -1.710 0.367
C2 0.716 -0.113 0.033
C3 -0.548 0.682 -0.585
C4 -0.837 1.943 -0.276
H1 1.551 -2.492 -0.086
H2 0.443 -1.771 1.720
H3 -0.722 -2.205 -0.030
H4 1.744 0.038 -0.594
H5 0.900 0.543 0.940
H6 -1.251 0.270 -1.377
H7 -0.535 2.317 0.588
F1 -2.032 2.499 -0.702

---

Run 2
2 unconnected molecules or ions with the total composition C4H7F. Source: the OMol25 dataset; level of theory: ωB97M-V/def2-TZVPD.

* multiplicity: 1
* SMILES: C=C1CC1.F
* LUMO energy: 0.99 eV
* HOMO-LUMO gap: 11.0528 eV
* HOMO level: -10.1 eV

Element x y z (Å)
C1 0.718 0.359 0.888
C2 1.176 1.030 -0.398
C3 0.243 -0.177 -0.402
C4 -0.422 -1.101 -1.097
F1 -2.370 -0.025 1.567
H1 1.301 -0.299 1.489
H2 -0.091 0.891 1.331
H3 0.767 2.105 -0.565
H4 2.102 0.857 -0.849
H5 -2.114 -0.487 0.748
H6 -0.481 -1.188 -2.201
H7 -0.829 -1.964 -0.512

---

Short version: run 1 is the least stable of them.